Formula: C29H33O6S2
Source: the Open Molecules 2025 dataset
Level of theory: ωB97M-V with the def2-TZVPD basis set

The geometry in XYZ format:
```
70
Properties=species:S:1:pos:R:3:lowdin_charge:R:1
C 0.425 0.017 5.367 -0.10
C 0.323 0.331 3.876 -0.55
C 1.745 0.506 3.333 -0.06
C -0.346 -0.861 3.184 -0.06
C -0.506 1.611 3.618 -0.11
C -0.682 2.065 2.234 -0.34
O -0.140 1.446 1.280 -0.12
C -1.497 3.260 1.989 -0.11
C -1.710 3.727 0.530 -0.55
C -2.569 4.988 0.464 -0.10
C -2.414 2.628 -0.273 -0.06
C -0.361 4.041 -0.124 -0.06
C -2.041 3.929 3.067 -0.09
C -1.842 3.484 4.378 -0.15
C -1.085 2.338 4.639 -0.09
H -0.563 -0.161 5.805 0.08
H 1.024 -0.891 5.511 0.07
H 0.918 0.831 5.909 0.08
H 1.720 0.670 2.252 0.07
H 2.223 1.371 3.808 0.08
H 2.343 -0.388 3.548 0.07
H -0.418 -0.689 2.106 0.06
H 0.233 -1.777 3.361 0.07
H -1.360 -1.009 3.576 0.09
H -2.094 5.819 0.997 0.08
H -2.695 5.291 -0.582 0.07
H -3.565 4.813 0.884 0.08
H -1.810 1.716 -0.300 0.07
H -3.382 2.388 0.182 0.09
H -2.586 2.970 -1.301 0.07
H 0.257 3.140 -0.159 0.07
H -0.519 4.411 -1.143 0.07
H 0.166 4.811 0.452 0.08
H -2.643 4.828 2.905 0.09
H -2.287 4.034 5.205 0.07
H -0.955 2.020 5.678 0.09
C 6.321 -0.450 -3.483 -0.07
O 5.960 -1.503 -2.558 -0.09
C 4.686 -1.532 -2.083 -0.26
C 3.706 -0.559 -2.405 0.00
C 2.414 -0.714 -1.932 -0.02
C 2.068 -1.790 -1.092 -0.23
C 0.704 -1.965 -0.632 -0.01
C -0.350 -2.056 -1.479 -0.30
S -2.002 -2.425 -0.921 0.70
O -1.948 -3.466 0.079 -0.29
O -2.702 -1.182 -0.688 -0.27
C -2.555 -3.159 -2.478 -0.24
C -1.705 -3.013 -3.560 -0.25
C -2.013 -3.567 -4.801 -0.04
C -3.207 -4.275 -4.941 -0.06
C -4.061 -4.440 -3.844 -0.06
C -3.734 -3.895 -2.601 -0.03
S -0.162 -2.135 -3.258 0.71
O -0.269 -0.812 -3.830 -0.28
O 0.915 -3.030 -3.609 -0.28
C 3.077 -2.704 -0.711 -0.02
C 4.353 -2.604 -1.218 0.00
H 7.365 -0.647 -3.724 0.09
H 5.709 -0.496 -4.395 0.09
H 6.222 0.541 -3.018 0.09
H 3.957 0.281 -3.055 0.11
H 1.655 0.022 -2.197 0.13
H 0.520 -2.084 0.435 0.13
H -1.325 -3.434 -5.633 0.12
H -3.464 -4.704 -5.910 0.11
H -4.987 -5.005 -3.954 0.11
H -4.368 -4.034 -1.729 0.12
H 2.796 -3.529 -0.056 0.12
H 5.118 -3.339 -0.976 0.12
```

As for the total charge: -1. The gap between HOMO and LUMO is 0.16536 hartree. The LUMO energy comes out at 1.766 eV. As for the relative energy (zero: lowest compared OMol25 entry of this formula, charge and spin): 0.0 kJ/mol. For the molecular weight, the calculation gives 541.71 g mol⁻¹.